# 1
Below is a 7-piece molecular cluster, C39H77BrFNO12S overall at a distorted geometry, with properties calculated with ωB97M-V/def2-TZVPD.

```
! RIJCOSX wB97M-V def2-TZVPD def2/J DEFGRID3
* xyz 0 1
C -3.591 3.487 -2.436
O -6.543 6.686 0.525
H -5.786 2.292 -1.887
H -5.866 0.079 -2.045
H -6.936 6.524 -1.484
H -8.512 8.363 -1.525
H -1.258 3.842 4.857
H 16.028 -1.496 -1.812
C 14.277 -3.345 -3.072
H 7.089 -2.302 -1.709
C -9.385 -3.864 4.212
H -2.271 -0.992 -1.803
H -2.598 3.943 -2.513
O -5.469 -0.163 -0.018
H 1.220 4.077 7.755
H 14.238 -3.661 -2.026
H 1.240 2.648 -1.885
H 11.112 -2.470 -2.039
H 5.364 -7.127 -1.600
S -0.820 -2.767 -2.350
H -1.370 -1.778 -4.178
H 7.900 -4.567 -0.406
H 1.074 2.752 -0.080
H -0.578 5.502 6.926
C -6.373 8.022 1.011
H -6.330 9.185 -0.803
C -1.203 -1.164 -1.610
H -1.214 0.604 1.858
H -4.135 -0.050 -1.645
C -1.405 1.519 2.440
H -2.883 1.175 -0.097
C -2.639 3.066 0.841
C -2.700 2.196 -0.483
C 15.604 -3.754 -3.690
H -8.199 5.878 -0.415
H -1.317 1.304 3.512
C -10.006 -5.112 3.606
H -7.846 -1.294 0.039
O -8.459 -4.203 2.055
H 0.514 0.171 -1.697
H 10.104 -3.201 -3.305
H -3.184 2.670 2.941
H 1.226 4.207 -1.054
C -5.041 1.903 -1.179
O -0.009 2.459 5.771
H -1.679 3.569 0.972
H -2.258 1.081 -2.844
H -6.860 8.091 1.990
O 16.535 -2.710 -3.390
C -4.583 4.688 -2.427
H -0.718 1.913 -3.160
H -3.773 3.005 -3.424
O -1.302 -2.708 -3.898
C -1.281 2.084 -1.109
O -1.587 -3.785 -1.734
C 14.349 -1.828 -3.151
H 15.978 -4.701 -3.299
H -5.452 2.156 -0.184
C -7.486 6.693 -0.550
N -3.755 2.491 -1.406
C -2.789 2.123 2.077
H 5.396 -6.552 0.079
H -5.309 8.230 1.137
H 13.696 -1.317 -2.444
C 9.834 -4.106 -1.348
C 3.454 -6.357 -0.908
C 0.199 2.270 7.176
H 13.417 -3.772 -3.589
C 0.785 3.202 -1.046
H -9.585 -5.880 1.603
H 0.436 4.337 5.059
O 9.109 -1.952 -2.016
H 8.083 -2.158 -0.246
H -7.836 -2.644 3.269
C 8.314 -4.058 -1.273
H -3.503 1.313 1.865
H -0.629 1.666 7.562
H 10.261 -3.944 -0.355
H -9.502 -6.003 3.990
H -1.059 -1.182 -0.526
C -7.034 8.942 -0.002
H -0.717 1.463 -0.382
C -5.696 -1.531 -0.039
C 15.825 -1.573 -2.885
H 3.085 -5.936 0.031
H 15.525 -3.835 -4.780
O 0.592 -2.944 -2.260
F -3.950 5.823 -1.928
H -0.592 2.221 2.197
H 2.156 -4.959 -2.002
H -10.056 -3.012 4.079
H -0.076 -0.368 -3.271
H -1.761 4.210 7.164
H -7.251 -2.985 0.195
C -7.107 -2.019 -0.326
C -1.256 1.270 -2.442
H -5.514 4.473 -1.891
H 16.191 -0.669 -3.373
H 7.882 -4.507 -2.169
C 3.147 -5.407 -2.055
C -8.142 -3.687 3.356
C -0.723 4.423 6.895
H 3.992 -3.589 -1.226
H -11.073 -5.213 3.804
C -8.149 8.061 -0.543
H -4.829 4.934 -3.471
C -9.692 -4.931 2.130
H 4.537 -3.937 -2.879
O 5.396 -5.084 -1.381
O -4.817 -2.252 0.197
C 10.138 -2.918 -2.247
C 4.264 -4.388 -1.924
C 0.214 3.651 7.809
H -7.218 -2.103 -1.415
H -9.158 -3.957 5.274
C -5.099 0.352 -1.298
Br -4.066 4.398 0.979
H -7.384 9.876 0.437
C -0.404 3.821 5.536
H -7.301 -4.265 3.752
H -10.466 -4.339 1.629
H 3.020 -7.349 -1.029
C -0.396 -0.005 -2.281
H -0.096 3.644 8.853
C 8.051 -2.562 -1.264
H 10.226 -5.045 -1.738
O -0.613 3.326 -1.178
H -8.995 8.064 0.150
H 1.130 1.725 7.335
H 3.232 -5.937 -3.008
C 4.974 -6.370 -0.911
H 14.087 -1.495 -4.159
*
```

Results
SMILES = CC[C@H](Br)[C@H]([C@@H](CCCS(=O)(=O)O)OC)N(CCF)CCOC(C)=O.C1CCOC1.C1CCOC1.C1CCOC1.C1CCOC1.C1CCOC1.C1CCOC1
HOMO = -0.306 Eh
Max |F| = 3.3 eV/A
Orbital gap = 0.314 Ha

# 2
Below is a 13-piece molecular cluster, C39H78O39 overall at a distorted geometry, with properties calculated with ωB97M-V/def2-TZVPD.

```
! RIJCOSX wB97M-V def2-TZVPD def2/J DEFGRID3
* xyz 0 1
H 6.723 -0.622 8.460
C -2.103 -0.416 -0.764
O 4.172 -1.863 -4.106
H -1.885 -1.958 -4.104
O -4.925 2.678 1.698
O 3.078 -5.747 -0.736
H -7.310 3.670 -2.181
O -7.180 -1.954 -0.046
C -0.081 -1.778 4.319
H -5.284 -1.495 0.357
H 1.222 -0.716 -8.813
C -6.232 -1.444 0.888
C -1.213 -2.431 -4.817
H 4.920 -3.907 0.565
O 0.454 -0.260 -6.927
O 1.227 -5.334 0.448
C 7.079 -1.063 7.538
C 3.260 5.724 -0.442
H 5.820 -3.029 -4.444
C -0.990 2.194 5.147
O 6.532 -1.940 5.077
C 0.239 -4.383 0.827
C 5.855 -0.247 3.112
O 2.855 -3.864 0.436
H -0.707 2.722 1.242
H 2.580 -1.628 1.548
O -1.790 3.232 5.418
H -1.595 4.231 -0.992
H 2.231 2.293 5.191
H -4.126 5.092 0.668
H -1.145 -1.992 4.369
O 2.544 5.027 0.559
H 4.304 -4.684 2.999
H 0.728 -3.410 0.719
O 4.820 0.733 -0.847
H -3.564 3.715 4.533
H 0.239 -1.273 5.230
C 2.081 -2.620 4.124
H 1.718 0.821 -8.069
H -1.777 -0.818 -1.723
H -3.035 -0.920 -0.514
O -8.993 -1.274 1.174
H 0.621 1.906 0.271
H 0.554 0.094 -3.564
C -1.849 3.506 -1.767
H -7.968 -2.267 -2.865
O 0.252 2.652 5.308
H -3.531 2.065 4.929
O -4.368 -1.984 -3.435
H -6.153 -2.112 1.747
C 6.529 -0.747 5.288
H 5.951 0.554 2.384
C 0.113 -0.687 0.069
C -10.537 -2.296 -0.783
H 6.613 -2.026 7.334
H -1.678 3.910 -2.763
H -10.951 -2.630 -1.734
H -4.462 0.808 3.213
C 2.450 -5.052 0.015
O -0.998 -1.455 -5.854
H -1.637 -3.307 -5.302
O 6.920 0.918 -1.604
H 3.528 1.932 -1.900
C 3.670 -0.646 -3.987
H 8.148 -1.265 7.557
C -3.737 2.726 1.859
H 2.463 -0.591 0.127
H -2.725 5.797 1.367
H 3.193 6.807 -0.371
C 4.120 -3.381 0.026
C -3.658 0.469 2.560
O -9.129 -2.243 -0.862
O 2.594 -1.526 4.200
O 6.066 -0.955 -0.595
H -0.649 -4.404 0.201
H 0.507 1.649 1.938
H 4.695 -3.690 4.472
H 7.843 -1.586 0.335
H 4.357 -3.640 -1.004
C 5.573 -1.986 -4.270
H -4.066 5.369 2.445
H -3.669 3.263 6.244
H 4.790 -0.505 3.107
O -1.240 1.103 4.721
O 6.768 -0.166 6.457
C 1.768 4.030 0.234
H -1.169 2.679 -1.575
H -3.979 -0.042 1.654
C 1.501 -0.222 -7.870
C 6.038 0.278 -1.106
H 5.985 -1.396 -5.088
H 6.028 -1.665 -3.329
O 2.727 -3.745 3.945
H 4.206 2.630 -0.480
H 5.274 2.506 -1.898
C -8.477 -1.791 0.229
H 2.389 -0.834 -7.687
H 0.033 -4.493 1.890
C -3.625 0.394 -4.567
O -3.923 5.176 -2.532
O -4.936 -0.143 -4.581
H -6.545 4.956 -1.266
H -6.440 -0.439 1.249
O 1.248 3.504 1.339
H 1.661 1.063 -4.474
H -3.268 0.445 -3.537
H 2.969 5.418 -1.445
H 1.213 1.394 3.945
C 1.315 1.757 4.962
C -4.136 4.063 -2.140
C 0.229 -1.459 -6.366
O -5.330 3.489 -2.041
C -5.190 -1.285 -3.988
C 4.464 2.032 -1.358
O -6.458 -1.614 -4.061
H 1.821 1.041 -2.748
O 0.609 -0.756 -1.028
O 6.221 0.183 4.411
C 0.338 2.423 1.192
H 4.312 -2.916 2.940
H -7.264 -3.508 -3.869
O 1.600 3.588 -0.878
H 4.327 5.520 -0.333
H -6.340 -2.982 -2.494
C -3.185 3.031 5.297
H 2.592 0.123 1.772
O 2.378 -0.762 -3.710
O 0.755 -0.761 1.219
H 6.960 -2.769 -0.689
O -1.180 -0.614 0.284
H 0.018 -1.078 3.488
H -3.505 1.325 -5.109
H -0.347 -2.746 -4.239
H 1.284 0.932 5.678
O -2.992 1.681 2.200
C -6.458 4.348 -2.168
H 4.258 -2.354 0.340
C 1.595 0.405 -3.602
H -2.938 -0.311 -5.041
C -3.506 5.066 1.562
O 0.789 -2.887 4.138
H -2.317 0.649 -0.871
O -3.238 3.203 -1.678
O 0.963 -2.408 -6.366
C 2.179 -0.688 1.176
H 7.914 -1.473 -1.402
O 4.301 0.381 -3.954
H -6.427 4.952 -3.071
H 6.348 -1.147 2.749
O -2.942 3.793 1.915
H -10.886 -2.976 -0.007
C 7.254 -1.729 -0.570
C -7.029 -2.633 -3.260
C 4.097 -3.783 3.568
H -11.013 -1.323 -0.647
H -2.979 -0.171 3.115
*
```

Results
HOMO = -0.389 Eh
ΔE to the lowest compared entry with this formula, charge and spin = 183.6 kJ/mol
Max |F| = 2.2 eV/A
Orbital gap = 0.405 Ha

# 3
Below is C39H79FN8O8PS as an isolated structure at a distorted geometry, with properties calculated with ωB97M-V/def2-TZVPD.

```
! RIJCOSX wB97M-V def2-TZVPD def2/J DEFGRID3
* xyz 1 1
H -5.530 3.221 6.629
N 0.658 4.453 -3.522
C -4.650 1.326 6.068
H -5.328 1.172 5.222
C -1.859 -1.190 5.372
H -4.629 2.368 1.297
H -0.680 7.891 -2.321
C -4.874 3.310 0.795
H 0.316 0.320 -4.254
H 2.569 -1.868 -5.706
H -0.227 -0.439 -2.597
H -2.219 -0.807 -4.153
C 1.209 3.372 -1.154
O -3.571 -1.009 -0.391
H 4.808 -6.457 -0.268
H -0.516 -5.048 -1.790
H 2.276 -0.112 -5.103
N 1.744 -2.257 -2.381
C 2.202 -4.568 -1.336
N 1.158 -1.000 3.420
H -2.161 7.045 -4.303
C -0.337 -3.982 -2.299
C -4.410 2.501 8.313
H -1.097 -0.902 -5.670
C -2.999 7.605 -3.873
C 0.083 -1.508 3.839
H 0.713 -3.001 -0.640
H 1.912 -4.930 -0.231
H 2.101 1.162 -3.348
C 3.280 -0.125 -1.711
H 1.092 -6.490 -1.754
C -5.759 3.066 -0.423
C 3.174 -0.539 2.035
H -1.272 -2.486 -4.528
H 4.021 3.036 4.245
H 2.856 0.304 1.289
O 2.985 -2.875 0.799
H 4.062 -4.404 -0.529
H 3.039 -6.783 0.351
H 2.844 -4.052 -3.966
H 3.243 2.084 -2.192
C 3.616 0.797 4.036
N -2.895 6.732 -0.155
C 2.421 1.214 -2.229
O 4.784 -1.960 -0.278
H -4.924 3.148 9.033
O -3.271 -1.880 1.927
C 2.415 -1.438 -1.353
H -4.900 1.158 -1.005
C -2.001 -3.421 -0.158
H 0.891 -2.664 -4.326
H -1.224 9.302 -1.396
H 3.239 0.904 5.164
H -0.575 4.753 -1.762
H 1.900 -5.876 -3.318
C -1.563 8.408 -1.930
C -5.113 2.135 -1.451
P 4.592 -3.888 -2.675
H -0.378 -4.186 -3.450
H 4.302 2.320 2.468
H -0.729 -1.889 7.092
H -3.368 9.345 -2.670
H -1.000 -3.099 4.790
C -1.688 -3.141 -1.773
C -3.817 2.748 -1.956
H 1.508 1.274 -0.120
C 0.067 3.879 -2.251
H -0.700 3.038 -2.543
H -0.131 4.834 -4.104
C -3.354 1.939 5.562
H 6.413 -2.506 -2.397
H -5.994 4.030 -0.890
H -5.387 3.957 1.514
C -2.502 8.803 -3.071
N -2.742 3.257 -2.376
H -3.589 6.921 -3.254
O 2.657 -0.101 3.374
H -6.244 1.821 7.428
N 3.542 -3.851 -1.285
H 4.102 -8.280 -0.147
O 5.780 -5.186 -2.416
C 2.082 -5.952 -2.162
H -1.487 -0.300 7.309
F 2.546 -8.412 -2.131
C -5.296 2.257 7.096
H -1.579 -1.985 -1.874
O -1.200 -0.652 0.729
C 2.432 -1.947 1.702
C 3.404 -2.493 -0.532
H 3.742 0.320 -0.700
H -6.708 2.630 -0.091
H -2.587 -3.616 -2.353
C 1.259 1.701 -1.180
C 2.498 -1.203 -4.725
C 3.865 -7.164 -0.419
N 3.861 -4.062 -4.145
N -2.279 2.448 5.143
H 4.236 -0.308 -2.402
H 1.139 3.731 -4.103
H -5.792 1.981 -2.297
H -2.808 -1.627 5.704
C -1.213 -2.122 4.344
H -3.475 2.999 8.040
H 3.586 -1.280 -4.238
C -0.974 -0.946 6.590
C 1.325 -1.763 -3.664
C -2.291 7.492 -0.960
H -1.978 9.489 -3.746
H 6.100 -5.386 -3.365
S -2.548 -1.735 0.557
H 5.113 -2.270 0.623
H 1.315 -1.677 1.376
C 3.241 -7.080 -1.930
O 5.597 -2.466 -3.002
H -1.482 0.286 0.457
H 2.500 2.719 3.172
H -1.039 -3.708 0.452
H -2.836 -4.222 0.019
C -1.235 -1.303 -4.581
H -3.938 3.808 0.521
H 2.284 -2.488 2.759
H 4.061 -7.081 -2.798
H -1.892 -2.276 3.498
C 3.594 2.311 3.406
H -3.643 7.937 -4.694
H 1.527 -1.007 -0.677
H -0.038 -0.448 6.316
H -4.436 0.349 6.514
H -2.094 -0.226 4.905
H 2.237 3.863 -1.433
H -4.166 1.559 8.816
H 4.672 0.297 4.100
H 0.803 3.661 -0.094
H 0.171 1.366 -1.446
C 1.066 -3.400 -1.715
C 0.049 -0.679 -3.707
H 4.339 -0.677 2.138
*
```

Results
HOMO = -0.378 Eh
Max |F| = 17.5 eV/A
Orbital gap = 0.269 Ha